(P)
An isolated molecule of C7H16N2O2. Source: OMol25; level of theory: wB97M-V/def2-TZVPD.

Structure (XYZ):
```
27
C7H16N2O2 (wB97M-V/def2-TZVPD)
C 2.67985 -0.57509 1.36544
N 2.40218 0.01782 0.05947
C 1.66007 1.29085 0.12188
C 0.16533 1.13623 0.47506
C -0.72686 1.15981 -0.77431
C -2.13254 0.54847 -0.62115
C -2.20774 -0.68227 0.27602
N -3.48777 -1.38027 0.08666
C 1.86407 -0.90538 -0.83157
O 1.36759 -1.96422 -0.54297
O 1.95958 -0.47843 -2.11030
H 1.80367 -1.04478 1.82668
H 3.07051 0.20278 2.02281
H 3.44481 -1.34512 1.25714
H 1.78208 1.81013 -0.83229
H 2.16266 1.89735 0.87843
H 0.05278 0.20202 1.02846
H -0.10579 1.97068 1.12872
H -0.22496 0.68128 -1.61921
H -0.84903 2.21164 -1.05844
H -2.48033 0.23557 -1.61097
H -2.85646 1.29863 -0.28090
H -2.07200 -0.37754 1.32415
H -1.39514 -1.37992 0.05083
H -4.21693 -0.94479 0.63880
H -3.41155 -2.33872 0.40341
H 1.75193 -1.24673 -2.66185
```

As for the highest occupied orbital energy: -9.2 eV. The LUMO energy is 0.88 eV. The value obtained for the gap between HOMO and LUMO is 10.04 eV. As for the charge: 0.

The Löwdin scheme yields these atomic charges, measured in e:
1. C -0.058
2. N -0.104
3. C -0.159
4. C -0.173
5. C -0.198
6. C -0.204
7. C -0.305
8. N -0.015
9. C -0.600
10. O 0.106
11. O 0.109
12. H 0.087
13. H 0.089
14. H 0.094
15. H 0.122
16. H 0.113
17. H 0.090
18. H 0.116
19. H 0.098
20. H 0.111
21. H 0.107
22. H 0.108
23. H 0.106
24. H 0.109
25. H 0.062
26. H 0.058
27. H 0.130

(Q)
A cluster of 2 separate species, C7H16N2O2 in total. Source: OMol25; level of theory: wB97M-V/def2-TZVPD.

Structure (XYZ):
```
27
C7H16N2O2 (wB97M-V/def2-TZVPD)
C -0.45879 -0.45082 -2.18423
C -0.86459 -0.97314 -0.80822
N 0.27334 -1.55302 -0.00516
C 0.69418 -2.73326 -0.75528
C -0.04516 -1.76768 1.34139
C -0.43570 -0.53534 2.12729
O 0.23541 -2.81268 1.89000
H -1.29732 -0.07500 -2.72762
H 0.06568 -1.10272 -2.85325
H 0.33363 0.26371 -1.86461
H -1.41347 -0.13024 -0.38236
H -1.56429 -1.82003 -0.85993
H 1.10291 -3.40242 -0.00356
H -0.15804 -3.37746 -1.13077
H 1.00522 -2.42036 -1.73657
H -0.64370 -0.84454 3.14764
H 0.34518 0.21540 2.22815
H -1.31560 -0.11911 1.63664
C -1.13694 3.08758 0.02971
C 0.21298 2.57208 -0.42348
N 1.23778 2.52333 0.47893
O 0.43717 2.40784 -1.60682
H -1.79093 3.02273 -0.84417
H -1.12407 4.13584 0.31245
H -1.67520 2.53213 0.79595
H 2.12626 2.46095 0.01012
H 1.14544 2.29226 1.44951
```

As for the highest occupied orbital energy: -9.4 eV. The LUMO energy is 0.64 eV. The value obtained for the gap between HOMO and LUMO is 10.00 eV. As for the charge: 0.

The Löwdin scheme yields these atomic charges, measured in e:
1. C -0.079
2. C -0.228
3. N -0.097
4. C -0.068
5. C -0.498
6. C 0.007
7. O 0.066
8. H 0.075
9. H 0.053
10. H 0.074
11. H 0.095
12. H 0.117
13. H 0.085
14. H 0.105
15. H 0.067
16. H 0.083
17. H 0.068
18. H 0.063
19. C -0.009
20. C -0.590
21. N 0.160
22. O 0.024
23. H 0.083
24. H 0.081
25. H 0.067
26. H 0.108
27. H 0.087

The data favor (P); the next most stable structure lies 0.943 eV above it.